Entry 1:
One molecule with the formula C5H11O4P at a distorted geometry, computed with ωB97M-V/def2-TZVPD.

Structure (XYZ):
```
21
Properties=species:S:1:pos:R:3:forces:R:3:mulliken_charge:R:1
C -1.7108 -3.5709 -0.3436 2.5 -0.4 -1.5 -1.128
C -1.0483 -2.2260 -0.6887 -0.2 -0.6 -1.7 0.023
C -0.8233 -1.2451 0.1751 1.3 0.2 -1.3 -0.273
O -0.0811 -0.0901 -0.0826 -0.3 0.8 -0.3 -0.304
P 0.4016 1.1037 0.9667 -1.4 -1.0 -2.1 0.967
O -0.4108 1.0918 2.1735 0.3 0.1 0.3 -0.686
O 1.9162 0.7409 1.0775 -0.1 0.3 0.8 -0.307
C 3.0193 1.0884 0.2746 2.0 0.8 -0.2 -0.544
O 0.3633 2.4531 0.0777 -0.2 -0.5 0.6 -0.289
C -0.8730 3.0191 -0.4760 1.2 -0.6 -0.3 -0.707
H -2.5618 -3.6475 -1.0069 -1.3 0.0 1.1 0.325
H -1.1634 -4.4708 -0.8044 0.2 1.5 0.5 0.297
H -1.6057 -3.7927 0.7183 -1.4 0.1 0.0 0.335
H -0.8968 -2.1292 -1.8016 0.3 0.3 1.3 0.280
H -1.0974 -1.3665 1.1601 -0.5 -0.1 2.2 0.373
H 3.1658 0.3761 -0.5890 -0.8 1.2 0.4 0.257
H 3.9570 0.8821 0.8730 -1.2 0.4 -0.3 0.237
H 3.0050 2.2276 0.0719 0.0 -2.1 -0.3 0.255
H -1.6994 2.9791 0.1676 -1.2 -1.3 1.2 0.331
H -1.0145 2.4766 -1.4136 -0.4 0.6 0.1 0.278
H -0.8417 4.1002 -0.5296 1.2 0.2 -0.7 0.280
```
Forces are in eV/Å.

- HOMO level: -8.86 eV
- Electronic energy: -22842.65060 eV
- Frontier orbital gap: 9.725 eV
- LUMO level: 0.86 eV
- Energy relative to the best compared isomer or geometry (same formula, charge and spin): 1.422 eV
- Multiplicity: 1
- SMILES string: C/C=C/OP(=O)(OC)OC

***

Entry 2:
A 2-piece molecular cluster, ClH3N2O2S overall at a distorted geometry, computed with ωB97M-V/def2-TZVPD.

Structure (XYZ):
```
9
Properties=species:S:1:pos:R:3:forces:R:3:mulliken_charge:R:1
N -0.2810 -1.6426 0.3048 1.1 -0.1 -0.1 -0.488
N -0.9533 -0.6883 0.3429 -1.0 -3.2 0.3 0.291
O -2.0766 1.4037 0.4208 -2.1 1.0 0.7 -0.471
O 1.9766 0.1671 0.0790 -1.2 2.2 -0.1 -0.602
S -0.7024 1.1354 0.1837 1.7 0.5 -1.7 0.572
Cl -0.5136 0.9846 -1.9740 0.2 0.1 0.9 -0.203
H 2.2039 -0.3116 -0.6923 0.5 -1.0 -0.8 0.315
H 2.3466 -0.1907 0.8581 0.8 -1.0 0.9 0.299
H -2.0003 -0.8577 0.4770 0.2 1.6 -0.1 0.287
```
Forces are in eV/Å.

- HOMO level: -8.63 eV
- Electronic energy: -30478.27723 eV
- Frontier orbital gap: 7.988 eV
- LUMO level: -0.64 eV
- Energy relative to the best compared isomer or geometry (same formula, charge and spin): 1.539 eV
- Multiplicity: 1

***

Entry 3:
A 2-piece molecular cluster, C3H6N2O overall at a distorted geometry, computed with ωB97M-V/def2-TZVPD.

Structure (XYZ):
```
12
Properties=species:S:1:pos:R:3:forces:R:3:mulliken_charge:R:1
C 2.8965 -1.0886 1.2751 0.3 -1.0 0.8 0.899
C 1.7340 -0.7733 0.8370 -3.2 1.2 -0.3 -1.015
C -1.4525 0.2454 -1.2527 3.0 -1.8 -0.9 -0.616
N -1.3222 1.0265 1.0081 0.4 -0.9 0.1 -0.645
N -1.7498 1.0840 -0.1150 -1.4 3.5 0.8 0.264
O 3.8669 -1.5286 1.7137 0.9 0.1 0.1 -0.346
H 1.5436 0.0693 0.1895 0.6 0.0 -0.3 0.181
H 0.7693 -1.0066 1.3668 1.4 -0.2 -0.3 0.253
H -1.0675 0.8390 -2.1060 -0.3 -0.1 0.6 0.288
H -0.6027 -0.5256 -0.9930 -1.6 1.7 -0.1 0.147
H -2.2521 -0.3652 -1.6078 -1.0 -0.1 0.0 0.307
H -2.3635 2.0237 -0.3156 1.0 -2.3 -0.5 0.282
```
Forces are in eV/Å.

- HOMO level: -8.24 eV
- Electronic energy: -8231.74408 eV
- Frontier orbital gap: 9.071 eV
- LUMO level: 0.83 eV
- Energy relative to the best compared isomer or geometry (same formula, charge and spin): 4.955 eV
- Multiplicity: 1

***

Which of these has the highest energy relative to the best compared isomer or geometry (same formula, charge and spin)?
C3H6N2O